No. 1
ORCA calculation (ωB97M-V with the def2-TZVPD basis set) on 2 unconnected molecules or ions with the total composition C4H9N in a non-equilibrium geometry.

Geometry as XYZ:
```
14
Properties=species:S:1:pos:R:3:forces:R:3
C 1.258710 -0.233237 -0.338524 -1.4733 -0.8420 0.5932
C 1.923114 1.014508 -0.263547 0.4419 3.2972 -1.7483
C -2.103932 -0.432385 0.027511 0.2385 0.1005 0.4065
C -1.151866 -0.002557 1.064613 1.4946 1.7557 -0.5715
N 1.567663 -1.129969 -1.099651 0.3689 -1.3410 -0.7277
H 1.236180 1.881902 -0.183081 0.3348 -0.5598 0.5529
H 2.603850 0.946024 0.558020 0.4873 0.4332 0.6012
H 2.483302 1.251635 -1.232006 -0.3418 -0.6366 1.1911
H -1.728704 -1.080288 -0.738388 0.8541 -0.1875 -0.7297
H -2.476280 0.461620 -0.431806 -0.9183 0.1000 -0.4725
H -2.813908 -1.104809 0.488668 -0.9266 0.3623 0.1479
H -1.128846 -0.607101 1.921726 0.4831 -0.5766 1.1526
H -0.830948 1.078954 1.200854 -0.6159 -1.6207 -0.3092
H 1.161666 -2.044295 -0.974395 -0.4274 -0.2846 -0.0866
```
Positions in Å, forces in eV/Å.

## Properties
Energy above the lowest of the compared OMol25 structures with the same formula, charge and spin ... 4.1718 eV
Frontier orbital gap (spin up / spin down) ... 8.22 / 8.39 eV

No. 2
ORCA calculation (ωB97M-V with the def2-TZVPD basis set) on 2 unconnected molecules or ions with the total composition C2H3N2P in a non-equilibrium geometry.

Geometry as XYZ:
```
8
Properties=species:S:1:pos:R:3:forces:R:3
C -0.907544 -0.857352 -0.167847 1.5018 -0.8679 0.3808
C 3.330554 1.045602 -0.112843 1.4682 -0.2201 0.4155
N -1.978395 -0.468977 0.090737 1.8597 -0.0234 0.1048
N 2.472169 0.391596 0.273442 -0.2634 0.2582 -0.2938
P -3.304129 0.400289 0.481261 -0.9232 0.2640 0.0530
H -0.019385 -1.476332 0.108874 -1.2827 0.6890 -0.4217
H 4.334056 1.463088 -0.287122 -1.2465 -0.0870 -0.1200
H -3.927326 -0.497915 -0.386504 -1.1138 -0.0129 -0.1186
```
Positions in Å, forces in eV/Å.

## Properties
Energy above the lowest of the compared OMol25 structures with the same formula, charge and spin ... 2.7896 eV
Frontier orbital gap (spin up / spin down) ... 7.91 / 7.92 eV

No. 3
ORCA calculation (ωB97M-V with the def2-TZVPD basis set) on a molecular structure, C10H17FN2O3P2PdS in a non-equilibrium geometry.

Geometry as XYZ:
```
37
Properties=species:S:1:pos:R:3:forces:R:3
C 3.309720 0.820178 1.213487 0.9549 0.5741 -0.6574
C 2.960815 -0.480857 0.323894 0.2422 -0.1016 0.9356
C 1.410389 -0.969283 0.532810 2.5401 -0.3505 -0.0899
F 1.001793 -0.364701 1.803118 -0.3518 -1.4076 -2.2087
C 0.464605 -0.561182 -0.699863 1.1874 2.5916 1.1245
C 0.834239 0.980014 -1.052351 -1.9398 2.5899 0.3825
N 0.782507 2.174878 -1.179276 0.5420 -5.5481 0.3708
P 0.889062 -1.539814 -2.320876 1.3309 -0.9042 -1.3740
O 2.377822 -2.344446 -2.183963 -2.2421 3.3753 -1.2553
O 0.836139 -0.492776 -3.660684 -0.2848 -1.5557 3.3255
C -1.112771 -0.780398 -0.464184 -0.9085 0.9081 -2.0497
C -1.724440 -1.398853 -1.840474 -1.8858 -1.5948 -2.3330
N -2.299115 -1.857492 -2.808488 2.9978 2.4947 4.9185
C -1.948613 0.610712 -0.244242 -1.1741 -0.5163 0.7954
C -1.637191 1.337918 1.153734 -0.1259 0.8414 -0.0303
C -2.380972 2.800620 1.266171 1.7695 0.2159 -0.9446
S -3.808837 3.010702 0.098616 0.3823 -0.0873 -0.0185
P -1.514605 -2.091565 0.870454 -0.1866 -1.9478 -1.5556
O -0.724933 -3.427150 0.686081 -0.3045 2.4414 1.4245
H 2.472327 1.605920 1.245753 1.2299 -1.3667 0.0714
H 4.197609 1.341407 0.678260 -1.4513 -0.8760 0.9427
H 3.698121 0.553123 2.270743 -1.0110 0.3609 -1.8086
H 3.666464 -1.323920 0.693763 -1.3678 1.2657 -0.7410
H 3.226625 -0.313398 -0.775774 -0.6263 -0.0852 1.5022
H 1.482006 -2.122196 0.633707 -0.7665 1.9295 0.0817
H 3.021831 -1.767597 -2.692671 -0.1313 -1.0368 0.4512
H -0.025755 0.003095 -3.546577 0.9135 -0.3379 -0.5946
H -1.883537 1.300949 -1.164922 0.3462 -1.2775 1.4635
H -3.059240 0.273269 -0.194321 1.7774 0.6095 -0.2118
H -2.066436 0.703745 2.003109 0.8893 0.7435 -1.1047
H -0.512101 1.581485 1.289138 -1.9422 -0.8142 -0.0756
H -2.721016 3.036985 2.329719 0.2371 -0.4612 -1.6370
H -1.578143 3.583104 0.966085 -1.4611 -1.1956 0.6033
H -3.226440 3.022618 -1.172326 -0.0885 0.1227 1.3823
H -1.348726 -1.474593 2.162814 0.1852 -0.0350 -0.1826
H -2.931230 -2.391424 0.748536 0.9189 0.6844 0.0737
Pd -0.127981 -3.039064 3.031008 -0.1948 -0.2485 -0.9762
```
Positions in Å, forces in eV/Å.

## Properties
Charge ... +2
Frontier orbital gap ... 2.16 eV

No. 4
ORCA calculation (ωB97M-V with the def2-TZVPD basis set) on a single C21H16F2N6O3 molecule in a non-equilibrium geometry.

Geometry as XYZ:
```
48
Properties=species:S:1:pos:R:3:forces:R:3
C -5.752389 -1.876612 0.098741 -1.3790 -1.9154 -2.2064
O -4.953921 -2.852532 0.701797 1.5156 -0.3600 -0.3918
C -3.801714 -2.251704 1.109535 -0.1384 0.1517 1.3243
C -3.815489 -1.686054 2.352290 3.4721 0.6623 0.1136
C -2.733132 -0.992959 2.889515 0.9098 0.8772 -2.3097
O -2.979516 -0.403862 4.067087 0.2101 0.8288 1.9963
C -2.470976 0.889878 4.437021 -1.2211 2.0559 -0.1043
C -1.549958 -0.812326 2.041075 -1.3881 1.1086 3.7871
F -0.461722 -0.124675 2.583109 -1.3721 -0.9633 -0.9871
C -1.561754 -1.258906 0.767722 -1.6298 -1.3189 -0.0074
N -0.410655 -1.102461 0.031690 3.7700 -0.0811 -1.3547
C 0.727324 -2.040601 0.312229 0.3153 0.3939 -1.8924
C 2.089266 -1.451809 -0.139428 0.2904 0.5419 0.1465
C 3.289024 -2.151892 0.287544 -0.8912 2.8570 -0.5550
N 4.528002 -1.649769 0.149587 -1.8267 -0.0809 -0.0684
C 4.537161 -0.452382 -0.476895 -0.0209 -1.8701 -1.1891
N 5.726430 0.043256 -0.859402 1.0219 3.9221 -1.1910
C 5.529280 1.352810 -1.489079 -4.0508 -2.1832 1.1163
C 4.119190 1.575842 -1.582199 3.0501 -3.2157 0.6178
C 3.479090 0.282099 -1.073195 0.2809 2.5505 0.9010
C 2.161556 -0.170160 -0.788793 1.6816 -2.2569 0.7772
N 1.012747 0.469850 -1.198498 -1.5735 -2.4394 1.5616
C 1.008874 1.721163 -1.724037 0.2337 4.3658 -2.5215
C 0.656954 1.920510 -3.082479 0.1125 -0.0011 -1.2579
C 0.827606 3.238140 -3.665610 -1.2541 -1.7092 0.2377
C 1.110888 4.245463 -2.769264 1.2622 -1.3462 1.5671
N 1.482405 4.017951 -1.459265 -0.9999 -1.1752 -0.9706
N 1.426136 2.767326 -0.953148 -0.2727 0.3926 -1.1570
C -0.273115 -0.081324 -0.905083 -2.0098 -0.6188 0.0211
O -1.300557 0.316518 -1.432781 1.1757 0.7795 0.1487
C -2.706745 -2.020665 0.353808 1.5065 1.3022 0.3515
F -2.747051 -2.402913 -0.875594 0.3026 -0.9839 -2.7523
H -6.032690 -2.271312 -0.901509 -1.0262 -0.4212 0.8362
H -5.288796 -1.044890 -0.316437 1.5733 2.0178 0.4645
H -6.530375 -1.668919 0.787775 -1.1066 0.5830 0.0862
H -4.583653 -1.855277 2.981757 -2.7493 -0.2928 1.8528
H -3.032491 1.476521 5.283070 0.2278 -2.0106 -1.4988
H -2.487502 1.616981 3.597470 -0.1476 -0.6836 0.0767
H -1.475674 0.894513 4.783628 1.3357 -0.6326 0.2892
H 0.812704 -2.192237 1.369886 -0.3192 -0.3786 0.5593
H 0.528053 -2.996093 -0.261837 0.1588 0.7965 0.9119
H 3.126277 -3.012143 0.902742 0.2799 -0.6812 0.0319
H 6.627671 -0.286058 -0.539427 -0.4109 -0.0750 0.0158
H 6.287188 2.013092 -1.840449 0.6418 -0.0391 0.0971
H 3.738880 2.477268 -2.004839 -0.5342 0.0990 -0.1530
H 0.290946 0.986499 -3.657409 0.7677 1.8839 0.8133
H 0.649994 3.563011 -4.741997 0.1115 -1.0806 1.5145
H 1.176229 5.241843 -3.150420 0.1147 0.6444 0.3515
```
Positions in Å, forces in eV/Å.

## Properties
Structure (SMILES) ... COc1cc(OC)c(F)c(N2Cc3cnc4[nH]ccc4c3N(c3cccnn3)C2=O)c1F
Energy above the lowest of the compared OMol25 structures with the same formula, charge and spin ... 2.6220 eV
Frontier orbital gap ... 8.30 eV

No. 5
ORCA calculation (ωB97M-V with the def2-TZVPD basis set) on a molecular structure, C14H24EuN5O10P2S in a non-equilibrium geometry.

Geometry as XYZ:
```
57
Properties=species:S:1:pos:R:3:forces:R:3
Eu -0.090205 1.189946 0.329951 2.5437 0.2370 -1.8647
C -4.124005 -0.529554 2.973351 -0.0667 0.0519 -0.0540
C -2.954605 0.361846 2.625351 0.6451 -0.1864 -0.5853
O -2.862005 1.469446 3.507451 -0.3528 0.5007 0.5405
P -1.318405 -0.440254 2.862051 0.8340 -0.3213 0.0855
O -1.224505 -1.885954 2.252851 -0.4518 0.0765 0.5717
O -1.242805 -0.758454 4.421751 -0.3032 -0.4813 0.2180
O -0.178705 0.430346 2.451951 -0.7077 -0.7792 1.7734
P -3.031805 1.048946 0.901651 -0.0195 -0.7454 -0.7304
O -2.349205 -0.230754 0.068251 -0.9063 0.7194 0.6554
O -4.392905 1.274746 0.398051 -0.6039 -0.0615 0.1313
O -1.990705 2.135146 0.898751 -2.2398 0.7606 0.8037
H -4.265105 -0.558554 4.051951 0.0586 -0.0531 0.0892
H -3.942305 -1.538954 2.609451 -0.0739 -0.0823 -0.0372
H -5.021005 -0.131254 2.501851 -0.0896 -0.0290 0.0355
H -2.570205 2.226646 2.974151 0.2361 -0.0027 0.0737
H -0.656305 -1.837854 1.427751 0.1754 0.1158 -0.5092
H -1.419405 0.031046 4.936851 -0.0781 0.3552 0.1364
H -3.027605 -0.586654 -0.517149 0.0698 0.0029 -0.0973
O 0.229695 -1.224354 0.233151 -0.1443 -0.9456 -1.1583
N 0.158895 -1.805454 -0.950849 0.2388 -0.7005 1.1498
N -0.048305 -1.011654 -1.915549 -0.1388 0.8388 0.3063
O -0.212105 0.260446 -1.804649 0.0135 -0.4988 -0.9916
C -0.057005 -1.562154 -3.220249 0.0724 -0.2687 -0.4667
C 0.259895 -0.721854 -4.280049 0.0102 0.0699 0.1465
C 0.255295 -1.225554 -5.567249 -0.0728 -0.1103 0.0680
C -0.082405 -2.550154 -5.794249 0.0500 -0.0627 -0.1237
C -0.387605 -3.383954 -4.728549 0.0185 0.0745 -0.0751
C -0.374105 -2.898254 -3.433349 -0.0044 0.0586 -0.0206
H 0.511195 0.306846 -4.071149 -0.0300 0.0247 0.0767
H 0.515095 -0.584254 -6.395249 0.0058 0.0945 -0.0831
H -0.103605 -2.931854 -6.804249 0.0078 -0.0740 -0.0935
H -0.642105 -4.416354 -4.913749 -0.0484 -0.1230 0.0167
H -0.613005 -3.532254 -2.594949 -0.0086 -0.0147 0.0768
N 0.709995 5.242746 -1.311849 -0.2133 0.7076 -0.4172
C 0.858795 4.003046 -0.808649 0.1979 -0.5915 0.1465
O 0.144295 3.077646 -1.203249 0.2568 0.8860 -0.2843
C 1.936195 3.819046 0.224451 -0.1621 -0.3226 0.5865
C 1.424495 2.918046 1.383851 0.8799 0.9488 0.2367
H -0.019305 5.413446 -1.985649 0.0367 -0.0726 0.0793
H 1.242495 6.020346 -0.962949 -0.0244 -0.1833 0.0213
H 2.300195 4.801546 0.559251 0.0650 0.1555 -0.2123
H 2.770495 3.309246 -0.271949 -0.0760 0.0323 -0.0634
H 0.776795 3.565546 2.010151 -0.0463 -0.1781 -0.0212
H 2.306895 2.727346 2.019351 -0.0254 -0.0240 0.0158
S 2.870795 0.489846 -0.846549 0.2405 0.0415 -0.4236
C 2.881595 -0.669454 0.340551 0.5319 0.6344 -0.0846
N 2.694095 -0.441454 1.654951 -0.2719 -0.0885 -0.0227
C 2.588995 -1.687754 2.395951 0.0287 0.0409 0.1968
C 2.775695 -2.763154 1.306051 -0.1132 -0.2588 0.0462
N 3.170495 -1.974954 0.153851 0.0605 -0.2753 0.2556
H 2.227795 0.412146 1.964551 0.1635 -0.1170 -0.2249
H 1.622095 -1.766354 2.898251 0.0617 -0.0226 -0.0608
H 3.382395 -1.733354 3.147751 -0.0669 -0.0924 0.0247
H 1.840795 -3.300254 1.107951 0.0849 0.0692 0.0467
H 3.556395 -3.483254 1.559751 -0.0695 -0.0026 0.0966
H 3.189495 -2.369054 -0.771149 -0.1779 0.2727 -0.0017
```
Positions in Å, forces in eV/Å.

## Properties
Spin multiplicity ... 8
Energy above the lowest of the compared OMol25 structures with the same formula, charge and spin ... 1.4119 eV
Expectation value of S² ... 15.762
Charge ... -1
Frontier orbital gap (spin up / spin down) ... 4.10 / 5.99 eV

No. 6
ORCA calculation (ωB97M-V with the def2-TZVPD basis set) on a molecular structure, C28H24Cl2F3N2O7SbY.

Geometry as XYZ:
```
68
Properties=species:S:1:pos:R:3:forces:R:3
Y -1.153060 0.094760 0.552316 -0.3587 0.1059 -0.3995
O -6.325690 -2.999238 1.430430 0.2004 0.1580 0.3380
C -5.687343 -2.863453 2.588106 -0.2096 -0.2847 -0.3166
O -6.014076 -3.448461 3.583939 -0.0293 0.0602 0.0665
C -4.490206 -1.968198 2.628753 0.0852 -0.0061 0.4190
C -3.799931 -1.751574 3.812951 0.1132 0.1074 -0.0523
N -2.778508 -0.932066 3.539853 -0.0539 -0.0208 -0.3114
N -2.747338 -0.598509 2.237687 0.3027 -0.1817 0.1412
C -3.777265 -1.231441 1.679352 -0.3431 0.0225 -0.2740
C -3.964798 -1.089057 0.192304 0.3260 0.2409 -0.0106
O -4.914303 -1.597424 -0.363039 -0.0861 -0.0021 -0.0687
O -3.013773 -0.404578 -0.376717 -0.4334 -0.3673 -0.0021
H -5.900789 -2.455485 0.726566 -0.0294 -0.0532 -0.1400
H -3.978882 -2.131523 4.804651 -0.0667 -0.0464 -0.0156
H -1.999772 -0.672201 4.126168 0.0519 0.0060 0.1141
Cl -2.489439 2.700241 0.720317 0.1452 -0.1265 0.2558
C -1.773244 3.177363 2.298745 -0.0764 0.1968 -0.0240
Cl -0.712217 1.930008 2.976725 -0.1372 -0.0489 -0.2380
H -2.601228 3.344841 2.976507 0.0384 0.0334 0.0190
H -1.181922 4.067974 2.122022 -0.0167 -0.0003 0.0316
C 1.460189 -3.316650 0.983324 -0.0552 -0.2478 -0.0781
C 0.152966 -2.800567 1.557260 0.0820 0.1925 0.0798
C -0.563013 -3.782147 2.453618 -0.0508 -0.1307 -0.0242
O -0.735774 -2.369698 0.464202 0.1552 0.5089 0.3307
C 0.422386 -1.459552 2.276892 -0.0060 -0.0934 -0.2945
O 0.318084 -1.304148 3.472882 0.0125 -0.0493 0.1453
O 0.673092 -0.506933 1.410721 0.2132 0.0003 0.6395
H 1.274781 -4.193742 0.358505 0.0027 0.0129 -0.0030
H 2.129297 -3.627042 1.786336 -0.0167 0.0341 0.0378
H 1.959239 -2.551880 0.389867 -0.0204 0.0449 -0.0024
H -0.629283 -4.766434 1.986987 -0.0123 0.0155 -0.0409
H -1.572154 -3.435227 2.679770 0.0120 0.0276 0.0091
H -0.024811 -3.886259 3.393712 0.0385 0.0060 -0.0142
H -1.047821 -3.121038 -0.043033 -0.1477 -0.2392 -0.0763
F 3.509375 5.582197 -5.234914 0.0000 -0.0074 0.0063
C 3.042310 4.867840 -4.203340 -0.0124 0.1221 -0.1396
C 3.919671 4.081578 -3.488294 -0.0527 -0.0675 0.1043
C 3.427942 3.338325 -2.423096 0.0441 -0.0391 0.0051
C 2.077446 3.378126 -2.085477 0.0071 0.4354 -0.4333
C 1.233744 4.217860 -2.817270 -0.1135 -0.0044 0.0100
C 1.698922 4.960556 -3.888887 0.1130 -0.0961 0.0848
Sb 1.289320 2.337953 -0.438044 -0.1386 -0.0672 0.0895
C -0.005338 1.005524 -1.637964 0.1648 0.0454 -0.1959
C -1.077183 1.590858 -2.330261 0.0331 0.0839 -0.0019
C -1.827053 0.880111 -3.254940 0.0464 0.0202 0.1330
C -1.516489 -0.450022 -3.460512 -0.0271 -0.1036 -0.0630
F -2.237691 -1.151935 -4.328880 -0.0114 -0.0027 -0.0239
C -0.485476 -1.085774 -2.790437 -0.0807 0.0643 0.0455
C 0.266553 -0.350134 -1.886444 0.1601 0.0602 0.0544
C 2.873714 0.994508 -0.146466 0.3708 -0.3607 0.1445
C 3.396271 0.191427 -1.160961 0.0102 0.0361 -0.2453
C 4.409220 -0.723370 -0.916006 -0.0650 0.1056 0.1479
C 4.899705 -0.813274 0.373612 0.1004 -0.1002 0.0263
F 5.871413 -1.698664 0.629230 0.0164 -0.0084 -0.0064
C 4.428463 -0.030990 1.409103 -0.0558 0.0094 -0.1188
C 3.407495 0.866065 1.135715 -0.0362 0.0412 0.1221
H 4.965543 4.056274 -3.759388 0.0099 0.0069 -0.0124
H 4.125851 2.732785 -1.861622 -0.0184 -0.0702 0.0511
H 0.184391 4.316469 -2.559594 0.0231 -0.0311 0.0310
H 1.051444 5.606315 -4.464198 -0.0065 0.0126 -0.0115
H -1.319103 2.636192 -2.168278 -0.0263 -0.0283 0.0092
H -2.645602 1.329589 -3.799063 -0.0146 0.0081 0.0067
H -0.280374 -2.128351 -2.992715 0.0064 -0.0090 0.0069
H 1.085835 -0.831515 -1.363346 -0.0186 -0.0355 -0.0445
H 3.023539 0.270801 -2.176808 -0.0181 0.0692 0.0217
H 4.821466 -1.347843 -1.695702 0.0041 -0.0061 -0.0197
H 4.851219 -0.136237 2.398065 -0.0044 0.0053 0.0168
H 3.020064 1.456095 1.958502 -0.0390 0.0361 -0.0422
```
Positions in Å, forces in eV/Å.

## Properties
Energy above the lowest of the compared OMol25 structures with the same formula, charge and spin ... 0.0000 eV
Charge ... +1
Frontier orbital gap ... 8.53 eV